(1)
{
  "formula": "C5H14",
  "method": "ωB97M-V/def2-TZVPD",
  "elements": ["C", "C", "H", "H", "H", "H", "H", "H", "C", "C", "C", "H", "H", "H", "H", "H", "H", "H", "H"],
  "coordinates": [[-0.46, -2.27, 0.20], [-0.13, -2.51, 1.67], [-1.38, -1.86, -0.21], [0.33, -1.67, -0.24], [-0.47, -3.27, -0.25], [-0.04, -1.62, 2.28], [-0.75, -3.19, 2.26], [0.81, -3.08, 1.62], [0.30, 1.26, -0.25], [1.34, 2.35, -0.60], [-0.99, 1.35, -1.05], [0.72, 0.27, -0.41], [0.10, 1.40, 0.81], [0.83, 3.31, -0.43], [-0.93, 1.04, -2.09], [-1.68, 0.67, -0.55], [-1.54, 2.30, -1.06], [2.21, 2.37, 0.05], [1.66, 2.28, -1.64]],
  "lowdin_charge": [-0.174, -0.165, 0.056, 0.040, 0.064, 0.058, 0.059, 0.066, -0.315, -0.119, -0.129, 0.066, 0.101, 0.066, 0.072, 0.057, 0.069, 0.062, 0.067],
  "homo_energy_ha": -0.4178,
  "orbital_gap_ev": 12.51,
  "de_lowest_kcal_mol": 11.1
}

---

(2)
{
  "formula": "C5H14",
  "method": "ωB97M-V/def2-TZVPD",
  "elements": ["C", "C", "C", "H", "H", "H", "H", "H", "H", "H", "H", "C", "C", "H", "H", "H", "H", "H", "H"],
  "coordinates": [[-1.30, -1.41, 0.78], [-2.52, -0.85, 1.63], [-0.63, -0.30, 0.10], [-0.66, -2.15, 1.36], [-1.74, -2.13, 0.10], [-2.43, 0.20, 1.99], [0.48, -0.48, 0.06], [-1.17, 0.01, -0.93], [-2.77, -1.28, 2.55], [-3.26, -0.84, 0.91], [-0.63, 0.59, 0.73], [2.04, 1.91, -1.00], [2.29, 0.48, -1.42], [1.19, 2.33, -1.55], [1.88, 2.01, 0.08], [2.75, 2.58, -1.15], [1.39, -0.26, -1.23], [2.41, 0.31, -2.51], [3.23, 0.11, -1.02]],
  "lowdin_charge": [-0.326, -0.101, -0.175, 0.115, 0.087, 0.074, 0.051, 0.142, 0.041, 0.040, 0.061, -0.165, -0.179, 0.076, 0.074, 0.004, 0.062, 0.065, 0.055],
  "homo_energy_ha": -0.3859,
  "orbital_gap_ev": 11.66,
  "de_lowest_kcal_mol": 40.4
}

---

(3)
{
  "formula": "C5H14",
  "method": "ωB97M-V/def2-TZVPD",
  "elements": ["C", "C", "C", "H", "H", "H", "H", "H", "H", "H", "H", "C", "C", "H", "H", "H", "H", "H", "H"],
  "coordinates": [[2.01, -0.49, 0.36], [2.65, 0.73, -0.25], [1.30, -1.33, -0.64], [1.32, -0.10, 1.17], [2.64, -1.19, 0.95], [2.42, 0.87, -1.31], [2.53, 1.66, 0.28], [1.48, -2.39, -0.52], [1.38, -1.02, -1.70], [3.74, 0.53, -0.25], [0.19, -1.09, -0.55], [-2.71, 0.65, 1.05], [-2.70, 0.28, -0.43], [-3.08, 1.66, 1.24], [-3.39, 0.02, 1.61], [-1.74, 0.56, 1.53], [-1.77, -0.19, -0.81], [-3.55, -0.33, -0.71], [-2.72, 1.17, -1.02]],
  "lowdin_charge": [-0.189, -0.008, 0.000, 0.207, 0.180, 0.103, 0.102, 0.107, 0.134, 0.154, 0.153, -0.150, -0.146, 0.071, 0.065, 0.046, 0.040, 0.070, 0.062],
  "spin_multiplicity": 2,
  "homo_energy_ha": [-0.5480, -0.5457],
  "orbital_gap_ev": [11.72, 4.14],
  "total_charge": 1,
  "de_lowest_kcal_mol": 11.1
}

---

(4)
{
  "formula": "C5H14B4NO5",
  "method": "ωB97M-V/def2-TZVPD",
  "elements": ["C", "C", "B", "O", "B", "O", "B", "B", "O", "N", "C", "C", "O", "H", "H", "H", "H", "H", "H", "H", "H", "H", "H", "H", "C", "O", "H", "H", "H"],
  "coordinates": [[-4.24, -2.44, -1.36], [-2.80, -2.81, -1.43], [-1.54, -1.73, -1.24], [-1.21, -0.84, -2.38], [0.28, -0.77, -2.42], [0.98, -0.28, -1.18], [0.39, -0.90, 0.03], [1.14, -0.60, 1.47], [1.16, -1.75, 2.45], [1.83, 0.68, 1.89], [0.91, 1.88, 1.86], [2.31, 0.62, 3.35], [-0.83, -1.75, 0.06], [-4.97, -3.11, -0.72], [-4.74, -1.50, -1.89], [-2.49, -3.94, -1.62], [0.91, -1.04, -3.39], [0.25, -2.21, 2.41], [0.80, 2.41, 2.92], [1.40, 2.67, 1.13], [-0.17, 1.67, 1.48], [3.03, -0.29, 3.55], [1.39, 0.66, 4.09], [2.95, 1.61, 3.49], [0.64, 2.77, -2.48], [0.41, 3.44, -1.36], [0.94, 3.34, -3.37], [1.44, 2.01, -2.45], [-0.19, 2.17, -2.89]],
  "lowdin_charge": [-0.040, -0.036, -0.385, 0.125, -0.165, 0.125, -0.281, -0.294, -0.003, -0.123, -0.115, -0.144, 0.142, 0.054, 0.081, 0.100, 0.103, 0.110, 0.093, 0.108, 0.105, 0.094, 0.101, 0.101, -0.534, -0.396, 0.026, 0.024, 0.025],
  "homo_energy_ha": -0.0787,
  "orbital_gap_ev": 4.55,
  "total_charge": -1
}

---

(5)
{
  "formula": "C5H14BClIN3O4P",
  "method": "ωB97M-V/def2-TZVPD",
  "elements": ["N", "B", "O", "N", "C", "Cl", "C", "N", "C", "P", "O", "O", "O", "C", "C", "I", "H", "H", "H", "H", "H", "H", "H", "H", "H", "H", "H", "H", "H", "H"],
  "coordinates": [[3.44, -1.62, 1.67], [3.06, -1.15, 0.35], [3.86, -1.19, -0.73], [1.65, -0.46, 0.17], [1.75, 0.87, -0.47], [2.94, 1.79, 0.45], [0.38, 1.55, -0.49], [-0.66, 0.72, 0.12], [-1.92, 1.46, 0.11], [-3.35, 0.44, 0.54], [-3.10, -0.48, 1.65], [-3.78, -0.35, -0.78], [-4.49, 1.50, 0.82], [-0.75, -0.62, -0.45], [0.63, -1.31, -0.54], [1.14, -1.80, -2.55], [3.10, -0.98, 2.39], [2.95, -2.49, 1.89], [3.98, -2.09, -1.06], [1.28, -0.31, 1.11], [2.16, 0.76, -1.46], [0.46, 2.44, 0.12], [0.14, 1.90, -1.50], [-2.09, 2.02, -0.82], [-1.87, 2.21, 0.89], [-3.82, 0.23, -1.55], [-5.13, 1.08, 1.40], [-1.36, -1.25, 0.19], [-1.20, -0.63, -1.45], [0.59, -2.25, -0.01]],
  "lowdin_charge": [0.199, -0.697, 0.161, -0.055, -0.622, 0.803, -0.176, -0.177, -0.195, 0.399, -0.244, -0.105, -0.094, -0.233, -0.596, 1.074, 0.089, 0.103, 0.123, 0.178, 0.086, 0.115, 0.140, 0.115, 0.120, 0.093, 0.103, 0.111, 0.085, 0.100],
  "homo_energy_ha": -0.4822,
  "orbital_gap_ev": 9.75,
  "total_charge": 1
}

---

(6)
{
  "formula": "C5H14Br2N3NiO7",
  "method": "ωB97M-V/def2-TZVPD",
  "elements": ["Ni", "O", "H", "C", "N", "O", "O", "H", "H", "H", "C", "N", "O", "O", "H", "H", "H", "C", "N", "O", "O", "H", "H", "H", "Br", "C", "C", "Br", "H", "H", "H", "H"],
  "coordinates": [[0.39, 0.61, 3.37], [0.25, 0.04, 1.54], [0.17, 0.13, 0.57], [1.77, 2.19, -1.25], [1.48, 1.49, -2.54], [0.31, 1.52, -3.00], [2.35, 0.71, -3.06], [1.20, 3.11, -1.40], [2.83, 2.44, -1.37], [1.37, 1.73, -0.35], [2.75, -1.71, 0.77], [3.89, -1.69, 1.70], [4.23, -2.74, 2.21], [4.49, -0.63, 1.81], [2.68, -0.66, 0.47], [1.84, -1.94, 1.33], [2.95, -2.30, -0.12], [-3.37, 1.46, 1.51], [-4.76, 0.82, 1.36], [-4.91, -0.07, 0.54], [-5.68, 1.17, 2.10], [-3.39, 2.31, 0.82], [-2.61, 0.77, 1.16], [-3.17, 1.82, 2.52], [0.25, -3.17, -1.20], [-0.11, -1.27, -1.54], [-1.55, -1.05, -1.06], [-2.96, -1.98, -2.13], [0.11, -1.03, -2.58], [0.64, -0.70, -0.99], [-1.74, 0.02, -1.16], [-1.68, -1.40, -0.03]],
  "lowdin_charge": [0.635, -0.411, -0.095, 0.061, -0.379, 0.018, 0.043, 0.102, 0.111, 0.080, -0.018, -0.443, 0.085, 0.070, 0.073, 0.077, 0.085, 0.058, -0.416, 0.033, 0.074, 0.102, 0.053, 0.095, 0.911, -0.607, -0.608, 0.973, 0.071, 0.033, 0.077, 0.058],
  "spin_multiplicity": 3,
  "homo_energy_ha": [-0.4818, -0.4585],
  "orbital_gap_ev": [8.63, 2.63],
  "total_charge": 1
}

---

(7)
{
  "formula": "C5H14Br2NOTi",
  "method": "ωB97M-V/def2-TZVPD",
  "elements": ["Ti", "C", "N", "C", "C", "C", "C", "O", "H", "H", "H", "H", "H", "H", "H", "H", "H", "H", "H", "H", "H", "H", "Br", "Br"],
  "coordinates": [[1.93, -2.74, 1.06], [-0.27, -1.72, -0.10], [-0.42, -0.21, -0.13], [-1.66, 0.11, -0.94], [-0.74, 0.13, 1.35], [0.80, 0.50, -0.77], [0.94, 2.02, -0.49], [-0.17, 2.79, -0.90], [-1.15, -2.19, 0.34], [0.64, -1.94, 0.46], [-0.05, -2.02, -1.13], [-2.47, -0.48, -0.52], [-1.57, -0.27, -1.96], [-1.79, 1.20, -0.93], [-1.64, -0.34, 1.76], [-1.11, 1.15, 1.51], [0.04, -0.30, 1.98], [0.82, 0.16, -1.80], [1.61, -0.02, -0.26], [1.81, 2.29, -1.09], [1.20, 2.12, 0.56], [-0.64, 3.19, -0.16], [0.92, -1.92, 2.68], [2.95, -1.51, -0.51]],
  "lowdin_charge": [-0.371, -0.144, -0.293, -0.005, -0.078, -0.172, -0.208, -0.065, 0.110, -0.190, 0.099, 0.102, 0.108, 0.091, 0.098, 0.097, -0.115, 0.127, -0.087, 0.129, 0.126, 0.090, 0.339, 0.213],
  "spin_multiplicity": 4,
  "homo_energy_ha": [-0.1812, -0.3385],
  "orbital_gap_ev": [5.03, 9.29],
  "de_lowest_kcal_mol": 102.3
}

---

(8)
{
  "formula": "C5H14Br3NO2V",
  "method": "ωB97M-V/def2-TZVPD",
  "elements": ["O", "V", "C", "N", "C", "C", "C", "C", "O", "H", "H", "H", "H", "H", "H", "H", "H", "H", "H", "H", "H", "H", "H", "Br", "Br", "Br"],
  "coordinates": [[-1.66, 0.18, -3.43], [-2.10, -0.82, -4.57], [1.16, 1.65, 0.71], [0.32, 0.42, 0.59], [-1.06, 0.78, 1.07], [0.23, -0.08, -0.82], [0.99, -0.68, 1.43], [0.91, -0.51, 2.94], [-0.42, -0.42, 3.37], [2.18, 1.44, 0.41], [1.22, 2.02, 1.73], [0.73, 2.39, 0.04], [-0.95, 1.38, 1.97], [-1.62, -0.15, 1.06], [-1.50, 1.54, 0.41], [0.03, -1.14, -0.93], [1.28, -0.02, -1.15], [-0.41, 0.58, -1.40], [1.96, -0.71, 0.94], [0.49, -1.61, 1.14], [1.52, 0.32, 3.31], [1.51, -1.28, 3.44], [-0.63, -1.15, 3.96], [0.51, -1.89, -4.34], [-1.51, 0.87, -6.56], [-3.17, -3.11, -5.30]],
  "lowdin_charge": [-0.527, 0.204, -0.001, -0.361, 0.010, 0.002, -0.077, -0.240, -0.049, 0.113, 0.106, 0.120, 0.102, 0.120, 0.114, 0.104, 0.109, 0.086, 0.139, 0.137, 0.122, 0.136, 0.113, -0.231, -0.152, -0.197],
  "spin_multiplicity": 2,
  "homo_energy_ha": [-0.2987, -0.2979],
  "orbital_gap_ev": [7.39, 7.41],
  "de_lowest_kcal_mol": 0.0
}

---

(9)
{
  "formula": "C5H14Cl2N2Si",
  "method": "ωB97M-V/def2-TZVPD",
  "elements": ["C", "C", "C", "C", "C", "N", "N", "Si", "Cl", "Cl", "H", "H", "H", "H", "H", "H", "H", "H", "H", "H", "H", "H", "H", "H"],
  "coordinates": [[2.02, 0.47, -0.16], [-1.92, 2.73, -0.47], [1.14, -3.77, 0.67], [0.80, 0.93, -1.00], [-0.79, 2.09, 0.40], [0.64, -2.67, 1.43], [-0.45, 0.87, -0.21], [-1.44, -0.53, -0.17], [-2.97, -0.48, 1.23], [-2.04, -1.23, -2.02], [2.96, 0.70, -0.61], [1.87, 0.98, 0.77], [1.98, -0.49, 0.15], [-1.83, 3.80, -0.56], [-1.89, 2.45, -1.50], [-2.81, 2.44, 0.01], [1.59, -3.64, -0.36], [2.02, -4.00, 1.21], [0.54, -4.66, 0.78], [1.15, 1.86, -1.46], [0.57, 0.44, -2.01], [0.04, 2.89, 0.38], [-0.99, 1.97, 1.49], [-0.18, -3.13, 2.01]],
  "lowdin_charge": [-0.067, -0.080, -0.272, -0.273, -0.328, -0.022, -0.339, -0.127, 0.245, 0.219, 0.067, 0.076, 0.006, 0.059, 0.068, 0.039, 0.093, 0.053, 0.055, 0.107, 0.107, 0.133, 0.113, 0.070],
  "homo_energy_ha": [-0.3333, -0.2589],
  "orbital_gap_ev": [8.87, 7.07],
  "de_lowest_kcal_mol": 143.6
}

---

(10)
{
  "formula": "C5H14ClN2Si",
  "method": "ωB97M-V/def2-TZVPD",
  "elements": ["C", "C", "C", "C", "C", "N", "N", "Si", "Cl", "H", "H", "H", "H", "H", "H", "H", "H", "H", "H", "H", "H", "H", "H"],
  "coordinates": [[-1.09, -1.02, -0.36], [-2.09, -0.65, 0.43], [-3.55, -0.97, 0.16], [2.94, 1.45, 0.61], [1.47, 1.43, 0.24], [1.52, -1.05, -1.61], [-1.95, 0.26, 1.41], [0.71, -1.00, 0.05], [1.60, -2.60, 0.99], [-1.08, -1.68, -1.32], [-3.55, -1.17, -0.89], [-3.92, -1.86, 0.65], [-4.21, -0.12, 0.42], [3.35, 1.80, -0.30], [3.14, 2.33, 1.32], [3.35, 0.60, 1.00], [1.20, 1.79, -0.66], [0.86, 1.60, 1.11], [0.94, -1.85, -1.95], [1.32, -0.26, -2.10], [-1.04, 0.61, 1.68], [2.48, -1.19, -1.83], [-2.61, 0.57, 2.10]],
  "lowdin_charge": [-0.211, -0.467, -0.009, -0.165, -0.123, 0.080, 0.133, 0.338, 0.355, 0.093, 0.075, 0.091, 0.102, 0.052, 0.111, 0.024, 0.002, 0.017, 0.116, 0.067, 0.076, 0.121, 0.121],
  "homo_energy_ha": -0.4425,
  "orbital_gap_ev": 8.54,
  "total_charge": 1,
  "de_lowest_kcal_mol": 20.0
}